1.
Here is 2 unconnected molecules or ions with the total composition C10H28BNOP from the Open Molecules 2025 dataset. Energies are from ωB97M-V/def2-TZVPD.

Last column: Löwdin charge in e.
Element x y z (Å)
C (-0.80881, 4.34791, -3.14265)  -0.07
C (-1.22411, 4.01136, -1.69890)  -0.27
C (-2.22663, 2.84044, -1.60628)  -0.35
P (-1.37087, 1.29709, -1.19948)  1.12
B (0.30917, 1.07439, -2.22443)  -0.62
C (1.63258, 1.49694, -1.54741)  -0.02
O (0.26653, 0.53928, -3.45474)  0.16
H (-1.20252, 3.61675, -3.84526)  0.07
H (-1.14961, 5.33542, -3.43017)  0.08
H (0.27370, 4.33873, -3.23896)  0.08
H (-1.67470, 4.86354, -1.20290)  0.11
H (-0.33245, 3.75649, -1.12572)  0.09
H (-2.78745, 2.67491, -2.52335)  0.09
H (-2.94731, 3.01599, -0.80941)  0.09
H (-2.17799, 0.17403, -1.39633)  0.02
H (-1.03634, 1.31952, 0.15359)  0.03
H (1.64630, 1.25524, -0.48492)  0.06
H (2.45492, 0.96243, -2.02050)  0.09
H (1.81755, 2.56554, -1.65973)  0.08
H (-0.60455, 0.49593, -3.85889)  0.11
C (-0.15335, -3.03583, -0.43378)  -0.08
C (0.87458, -2.47350, 0.53398)  -0.27
N (0.30003, -1.55924, 1.50805)  -0.21
C (1.30461, -0.80283, 2.24448)  -0.26
C (2.27920, -1.57082, 3.14143)  -0.07
C (-0.79561, -2.10261, 2.30253)  -0.25
C (-0.53477, -3.37996, 3.10712)  -0.07
H (-0.71681, -2.22670, -0.90918)  0.06
H (0.34542, -3.60521, -1.21770)  0.08
H (-0.86352, -3.70410, 0.05193)  0.07
H (1.62116, -1.91182, -0.03581)  0.11
H (1.41295, -3.31064, 0.99993)  0.11
H (0.78610, -0.04958, 2.84440)  0.11
H (1.89185, -0.24332, 1.50655)  0.09
H (1.79965, -1.93515, 4.04769)  0.06
H (3.09002, -0.90923, 3.44936)  0.08
H (2.72881, -2.41836, 2.62450)  0.07
H (-1.63697, -2.29055, 1.62996)  0.10
H (-1.13856, -1.31307, 2.97553)  0.11
H (-0.02898, -4.14125, 2.51229)  0.07
H (-1.48466, -3.80385, 3.43518)  0.08
H (0.06141, -3.19430, 3.99799)  0.06

Cartesian forces (eV/Å) of the 6 atoms listed first:
C 0.2 -0.2 0.3
C 0.0 -0.3 -0.3
C -0.1 0.0 0.3
P 0.2 0.1 -0.2
B 0.4 -0.1 -0.1
C 0.0 -0.5 0.1

Summary:
Total charge ... +1
Highest occupied orbital energy ... -10.90 eV
Kohn-Sham gap ... 7.117 eV
M ... 220.1 g/mol
Total energy ... -893.78970 Ha
LUMO ... -3.8 eV

***

2.
Here is 3 unconnected molecules or ions with the total composition C5H14O2 from the Open Molecules 2025 dataset. Energies are from ωB97M-V/def2-TZVPD.

Last column: Löwdin charge in e.
Element x y z (Å)
C (2.15939, -1.80983, -0.55758)  0.02
C (0.92224, -1.20921, -0.25571)  -0.38
C (-0.40317, -1.82457, -0.58748)  -0.08
C (0.86894, 0.12134, 0.38952)  -0.28
C (2.15745, 0.63212, 0.92983)  -0.15
H (2.18153, -2.93557, -0.57042)  0.05
H (2.99028, -1.22819, -1.06864)  0.07
H (-0.46452, -2.96803, -0.94825)  0.12
H (-0.77582, -1.31397, -1.45296)  0.06
H (-1.00750, -1.72574, 0.32072)  0.07
H (0.59827, 0.86856, -0.37388)  0.12
H (0.17424, 0.10255, 1.25062)  0.12
H (2.81005, 0.98317, 0.12553)  0.07
H (2.72238, 0.06876, 1.70727)  0.09
H (1.94820, 1.60500, 1.39211)  0.07
O (-1.83548, 1.68901, 1.45168)  -0.07
H (-1.83000, 1.73934, 0.49644)  -0.02
H (-2.52188, 2.23824, 1.84308)  0.03
O (-2.59691, 1.36000, -1.27847)  -0.03
H (-2.12640, 1.15191, -2.12654)  0.08
H (-3.46880, 1.56278, -1.49218)  0.01

Cartesian forces (eV/Å) of the 6 atoms listed first:
C -2.2 0.3 -0.6
C 3.4 -2.2 -1.0
C 0.2 -3.1 0.9
C -0.2 0.4 -0.2
C 1.4 1.7 0.7
H 0.0 1.3 -0.9

Summary:
Highest occupied orbital energy ... -8.12 eV
SMILES ... C=C(C)CC.O.O
Kohn-Sham gap ... 8.506 eV
Relative energy (zero: lowest compared OMol25 entry of this formula, charge and spin) ... 197.1 kJ/mol
M ... 106.2 g/mol
Total energy ... -349.30072 Ha
LUMO ... 0.4 eV

***

3.
Here is a single C9H6ClN3O molecule from the Open Molecules 2025 dataset. Energies are from ωB97M-V/def2-TZVPD.

Last column: Löwdin charge in e.
Element x y z (Å)
N (0.52206, 1.24030, -3.32594)  0.19
C (0.32403, 1.19860, -2.19372)  -0.15
C (0.13562, 1.31329, -0.77471)  -0.35
N (1.12678, 2.25248, -0.20399)  0.14
C (-1.30510, 1.68291, -0.36981)  -0.38
O (-1.81243, 2.78096, -0.43093)  0.11
N (-1.78553, 0.60242, 0.32329)  0.17
C (-0.86508, -0.44889, 0.45574)  -0.22
C (-1.02831, -1.60487, 1.19852)  -0.59
Cl (-2.48293, -1.99853, 2.07414)  0.68
C (0.07191, -2.46238, 1.15523)  -0.13
C (1.27474, -2.19997, 0.56184)  -0.13
C (1.43683, -1.01784, -0.04805)  -0.03
C (0.33788, -0.11973, -0.18597)  -0.06
H (1.60385, 2.61263, -0.97424)  0.06
H (0.68689, 3.04742, 0.24234)  0.09
H (-2.76097, 0.52559, 0.57135)  0.15
H (0.02716, -3.47852, 1.66190)  0.13
H (2.05193, -3.11392, 0.72464)  0.17
H (2.44066, -0.81193, -0.46161)  0.13

Cartesian forces (eV/Å) of the 6 atoms listed first:
N 0.0 -0.3 0.3
C -0.1 0.7 -1.5
C 1.5 -1.1 1.4
N -1.1 -0.7 0.6
C -0.2 0.4 1.2
O 0.3 -0.8 -0.5

Summary:
Highest occupied orbital energy ... -9.34 eV
SMILES ... N#C[C@@]1(N)C(=O)Nc2c(Cl)cccc21
Kohn-Sham gap ... 9.647 eV
Relative energy (zero: lowest compared OMol25 entry of this formula, charge and spin) ... 0.0 kJ/mol
M ... 207.6 g/mol
Total energy ... -1046.24832 Ha
LUMO ... 0.3 eV

***

4.
Here is a single C24H26N2O5 molecule from the Open Molecules 2025 dataset. Energies are from ωB97M-V/def2-TZVPD.

Last column: Löwdin charge in e.
Element x y z (Å)
C (-3.73468, 4.31391, 7.12428)  -0.05
C (-4.21327, 3.61775, 5.88709)  -0.28
C (-4.79003, 4.34621, 4.85279)  -0.04
C (-5.23185, 3.72083, 3.70246)  -0.03
C (-5.11536, 2.34491, 3.56618)  -0.21
C (-5.57780, 1.64418, 2.31636)  -0.11
O (-4.51702, 0.89130, 1.71655)  0.00
C (-3.60769, 1.59241, 1.03475)  -0.44
O (-3.65734, 2.78495, 0.87083)  0.14
C (-2.53005, 0.72503, 0.47712)  -0.09
C (-2.46585, -0.63397, 0.77389)  0.02
C (-1.45815, -1.43433, 0.24860)  0.03
C (-0.52629, -0.83874, -0.57607)  -0.06
C (-0.58682, 0.52644, -0.87560)  -0.05
C (-1.58019, 1.32532, -0.35714)  0.09
C (0.54659, 0.84784, -1.78225)  -0.35
O (0.86199, 1.89818, -2.27648)  0.14
N (1.21263, -0.35512, -1.97622)  0.04
C (2.40525, -0.49082, -2.78209)  -0.11
C (3.65913, -0.58396, -1.91194)  -0.15
C (4.86562, -1.00814, -2.74801)  -0.21
N (4.60478, -2.20716, -3.52469)  -0.19
C (4.44127, -3.40009, -2.70660)  -0.16
C (4.09978, -4.58530, -3.60897)  -0.19
O (5.09012, -4.80271, -4.58701)  -0.13
C (5.25983, -3.64722, -5.37082)  -0.20
C (5.64435, -2.44270, -4.51211)  -0.17
C (0.64837, -1.41196, -1.28267)  -0.35
O (1.06264, -2.54407, -1.28438)  0.13
C (-4.53674, 1.61144, 4.59330)  -0.03
C (-4.08974, 2.24275, 5.73935)  -0.04
H (-2.94649, 5.02396, 6.87660)  0.08
H (-3.34543, 3.60219, 7.84772)  0.07
H (-4.54924, 4.87062, 7.58557)  0.08
H (-4.88712, 5.41794, 4.94949)  0.11
H (-5.66408, 4.30364, 2.90301)  0.12
H (-5.95636, 2.37046, 1.59031)  0.13
H (-6.34870, 0.90213, 2.54090)  0.14
H (-3.21408, -1.06254, 1.42193)  0.12
H (-1.40175, -2.48795, 0.47358)  0.12
H (-1.64308, 2.38023, -0.57519)  0.14
H (2.32230, -1.40324, -3.37685)  0.13
H (2.45421, 0.37768, -3.44143)  0.13
H (3.86777, 0.38260, -1.44981)  0.12
H (3.48284, -1.30659, -1.11416)  0.10
H (5.73863, -1.13390, -2.08229)  0.13
H (5.09774, -0.21007, -3.45894)  0.12
H (3.61869, -3.25519, -2.00675)  0.11
H (5.36316, -3.62499, -2.14062)  0.13
H (4.03668, -5.50497, -3.02549)  0.13
H (3.13157, -4.39550, -4.09603)  0.13
H (6.04811, -3.87483, -6.09060)  0.12
H (4.32649, -3.41992, -5.90837)  0.13
H (5.73701, -1.55926, -5.14791)  0.12
H (6.62088, -2.63844, -4.03342)  0.13
H (-4.43278, 0.54083, 4.48896)  0.12
H (-3.64045, 1.65790, 6.52933)  0.11

Cartesian forces (eV/Å) of the 6 atoms listed first:
C 0.0 0.0 0.0
C 0.0 0.0 0.0
C 0.0 0.0 0.0
C 0.0 -0.1 0.0
C 0.0 -0.1 -0.1
C -0.3 0.4 0.1

Summary:
Highest occupied orbital energy ... -8.75 eV
SMILES ... Cc1ccc(COC(=O)c2ccc3c(c2)C(=O)N(CCCN2CCOCC2)C3=O)cc1
Kohn-Sham gap ... 8.048 eV
Relative energy (zero: lowest compared OMol25 entry of this formula, charge and spin) ... 56.4 kJ/mol
M ... 422.5 g/mol
Total energy ... -1415.91581 Ha
LUMO ... -0.7 eV